Record 1
{
  "formula": "C32H84F3MnN7O11S",
  "method": "ωB97M-V with the def2-TZVPD basis set",
  "homo_lumo_gap_ev": [7.800, 8.532],
  "s_squared": 8.75,
  "largest_force_ha_per_bohr": 0.053,
  "spin_multiplicity": 6,
  "e_lumo_ev": [0.2, 0.2],
  "homo_ev": [-7.64, -8.38],
  "de_lowest_ev": 0.122,
  "species": ["Mn", "C", "C", "C", "O", "H", "H", "H", "H", "H", "H", "H", "C", "F", "F", "F", "S", "O", "O", "O", "C", "C", "C", "O", "C", "N", "H", "H", "H", "H", "H", "H", "H", "H", "H", "H", "H", "C", "C", "C", "O", "C", "N", "H", "H", "H", "H", "H", "H", "H", "H", "H", "H", "H", "C", "C", "C", "O", "C", "N", "H", "H", "H", "H", "H", "H", "H", "H", "H", "H", "H", "C", "C", "C", "O", "C", "N", "H", "H", "H", "H", "H", "H", "H", "H", "H", "H", "H", "C", "C", "C", "O", "C", "N", "H", "H", "H", "H", "H", "H", "H", "H", "H", "H", "H", "C", "C", "C", "O", "C", "N", "H", "H", "H", "H", "H", "H", "H", "H", "H", "H", "H", "C", "C", "C", "O", "C", "N", "H", "H", "H", "H", "H", "H", "H", "H", "H", "H", "H"],
  "coordinates": [[-1.501, -1.408, -0.800], [-0.118, 2.245, -0.458], [0.621, 1.022, 0.117], [0.575, 1.115, 1.629], [0.123, -0.219, -0.300], [-0.106, 2.378, -1.538], [0.284, 3.138, 0.024], [-1.138, 2.109, -0.083], [1.634, 1.052, -0.325], [-0.475, 1.167, 1.938], [0.881, 2.101, 2.012], [1.131, 0.348, 2.166], [-4.331, 2.213, -1.965], [-5.504, 2.836, -1.974], [-3.957, 2.003, -3.218], [-3.447, 3.010, -1.365], [-4.462, 0.581, -1.042], [-5.282, -0.235, -1.936], [-3.087, 0.081, -0.995], [-5.064, 0.835, 0.256], [1.760, 0.876, 6.566], [0.869, -0.369, 6.717], [0.942, -1.287, 5.510], [2.281, -1.756, 5.429], [2.517, -2.519, 4.266], [1.070, -1.052, 7.990], [1.513, 1.617, 7.328], [1.628, 1.347, 5.590], [2.798, 0.569, 6.702], [-0.168, -0.007, 6.735], [0.561, -0.865, 4.576], [0.292, -2.148, 5.725], [1.713, -3.256, 4.117], [3.421, -3.093, 4.463], [2.561, -1.924, 3.349], [1.997, -1.447, 8.070], [0.908, -0.343, 8.692], [-2.169, -0.599, 3.608], [-1.611, -1.626, 2.592], [-1.598, -3.061, 3.078], [-2.914, -3.564, 3.175], [-2.960, -4.852, 3.741], [-2.322, -1.533, 1.295], [-3.230, -0.408, 3.461], [-1.519, 0.270, 3.526], [-2.063, -0.956, 4.636], [-0.558, -1.380, 2.425], [-1.033, -3.162, 4.010], [-1.056, -3.642, 2.312], [-2.032, -5.402, 3.551], [-3.820, -5.407, 3.370], [-3.067, -4.830, 4.833], [-3.030, -2.276, 1.389], [-2.993, -0.762, 1.360], [6.821, 1.143, 0.581], [5.328, 0.991, 0.739], [4.679, 1.723, 1.891], [5.218, 1.353, 3.115], [4.363, 1.272, 4.219], [4.669, 1.340, -0.521], [7.200, 0.748, -0.362], [7.387, 0.690, 1.393], [7.040, 2.217, 0.538], [5.109, -0.090, 0.849], [3.585, 1.651, 1.821], [4.894, 2.796, 1.718], [4.881, 1.308, 5.174], [3.797, 0.330, 4.237], [3.624, 2.081, 4.175], [5.057, 0.846, -1.309], [3.663, 1.241, -0.515], [-2.372, -0.460, -4.589], [-1.700, -1.735, -4.124], [-0.832, -2.299, -5.262], [-0.064, -3.369, -4.699], [0.925, -3.871, -5.590], [-0.871, -1.502, -2.913], [-1.678, 0.326, -4.899], [-2.907, -0.026, -3.742], [-3.054, -0.685, -5.409], [-2.480, -2.483, -3.968], [-0.206, -1.523, -5.719], [-1.445, -2.786, -6.032], [1.475, -3.062, -6.069], [0.427, -4.533, -6.304], [1.600, -4.492, -5.004], [-0.216, -2.286, -3.011], [-0.248, -0.746, -3.206], [2.504, 1.880, -3.213], [1.850, 0.542, -3.539], [2.154, 0.043, -4.945], [1.415, 0.700, -5.941], [1.910, 0.455, -7.237], [2.090, -0.544, -2.583], [2.221, 2.155, -2.198], [2.247, 2.693, -3.895], [3.594, 1.826, -3.321], [0.773, 0.753, -3.449], [2.011, -1.047, -4.974], [3.236, 0.177, -5.119], [2.018, -0.626, -7.393], [2.882, 0.913, -7.446], [1.158, 0.846, -7.919], [1.602, -0.340, -1.704], [3.075, -0.473, -2.316], [-3.724, -5.208, -1.390], [-2.828, -4.098, -0.849], [-1.340, -4.339, -1.188], [-0.499, -3.250, -0.778], [0.898, -3.501, -0.756], [-3.240, -2.755, -1.316], [-3.416, -6.176, -0.991], [-3.669, -5.212, -2.481], [-4.762, -5.085, -1.084], [-2.869, -4.174, 0.243], [-1.193, -4.439, -2.272], [-0.975, -5.263, -0.730], [1.377, -2.706, -0.194], [1.272, -3.562, -1.783], [1.091, -4.486, -0.318], [-3.875, -2.868, -2.109], [-3.955, -2.392, -0.678], [-1.105, 5.263, 1.564], [-0.820, 5.960, 0.256], [-2.061, 6.043, -0.643], [-3.100, 6.634, 0.094], [-4.372, 6.697, -0.566], [-0.177, 7.268, 0.471], [-1.591, 4.305, 1.370], [-1.729, 5.846, 2.238], [-0.119, 5.070, 1.992], [-0.031, 5.405, -0.264], [-2.343, 5.016, -0.914], [-1.860, 6.595, -1.572], [-4.524, 5.804, -1.172], [-4.404, 7.590, -1.196], [-5.039, 6.819, 0.282], [-0.927, 7.885, 0.802], [0.035, 7.728, -0.412]],
  "atomic_forces_ev_per_a": [[0.58, 2.18, 0.24], [-0.37, -0.45, 1.05], [-0.06, -0.69, -1.08], [-0.12, 1.29, 0.52], [-0.41, -0.16, -0.21], [0.02, -0.30, -0.05], [0.03, 0.13, -0.18], [-0.18, 0.32, -0.44], [0.39, 0.37, 0.76], [-0.05, -0.71, -0.14], [0.60, -0.15, -0.23], [-0.10, -0.18, -0.12], [-0.22, -0.63, 0.96], [-0.20, 0.03, -0.02], [0.21, 0.06, -0.27], [0.22, 0.10, -0.05], [-1.62, -1.20, -0.41], [0.49, 0.61, 0.37], [0.27, 0.85, 0.09], [0.80, 0.32, -0.68], [-0.04, -0.36, -0.06], [-0.53, 1.02, -0.45], [0.24, -0.93, 1.07], [-0.18, 0.28, -0.63], [-0.40, -0.60, 0.43], [-0.49, -0.13, -0.48], [0.01, -0.04, 0.05], [0.10, -0.02, -0.01], [0.07, 0.17, -0.15], [0.00, -0.09, -0.01], [0.38, 0.49, -0.01], [-0.01, -0.06, -0.03], [-0.02, 0.03, 0.07], [0.20, 0.20, -0.36], [0.27, 0.18, 0.08], [0.11, 0.21, 0.05], [0.31, -0.30, 0.37], [0.68, -0.83, 0.17], [0.12, 0.47, 0.58], [0.20, -0.12, -0.72], [-0.12, 0.11, 0.08], [0.10, -0.37, 0.59], [-1.47, -0.65, 0.84], [0.06, 0.30, -0.15], [-0.59, 0.45, 0.00], [0.05, -0.11, -0.06], [-0.05, 0.05, -0.16], [-0.19, 0.14, 0.14], [0.01, -0.13, 0.11], [-0.11, -0.10, -0.27], [0.05, 0.11, -0.28], [0.04, 0.30, -0.03], [0.34, -0.18, -0.27], [0.62, 0.51, -0.29], [0.26, 1.01, 0.13], [-0.77, -2.43, -0.93], [-0.01, 1.57, -0.81], [1.06, -0.69, 0.58], [-1.28, -0.08, -0.22], [0.07, 1.25, -0.01], [-0.26, -0.29, -0.01], [-0.11, 0.05, 0.08], [0.16, -0.08, 0.16], [0.30, 0.11, 0.72], [0.05, -0.41, 0.23], [-0.12, -0.08, 0.10], [0.48, 0.24, -0.24], [0.01, -0.02, -0.18], [0.06, 0.05, 0.23], [0.05, -0.09, 0.02], [0.03, -0.13, 0.13], [-0.17, 0.25, 0.53], [0.11, 0.33, -0.98], [-0.23, -0.97, 0.39], [0.59, 0.49, -0.02], [-0.64, -0.43, 0.53], [0.35, -0.55, -1.99], [0.25, -0.29, -0.17], [-0.31, -0.18, -0.20], [-0.10, 0.19, 0.03], [0.10, 0.00, 0.57], [0.16, -0.05, 0.12], [-0.23, 0.56, -0.15], [0.02, -0.02, -0.16], [0.21, 0.20, -0.38], [0.11, 0.13, 0.03], [0.05, 0.11, 0.69], [-0.23, 0.18, 0.51], [0.60, -0.12, -0.18], [-1.25, 0.42, -0.17], [0.86, -0.32, 0.24], [0.01, 0.34, 0.24], [-0.35, -0.39, 0.01], [1.08, 0.48, 0.37], [0.22, 0.23, -0.01], [-0.49, -0.17, -0.03], [0.01, -0.20, 0.42], [0.00, -0.08, -0.41], [-0.32, 0.04, -0.06], [-0.02, 0.12, -0.09], [-0.04, 0.00, -0.14], [0.00, 0.17, 0.24], [0.12, 0.00, -0.15], [-0.42, -0.21, -0.16], [-0.07, -0.38, -0.12], [0.41, -0.09, 0.00], [0.49, -0.31, 0.37], [0.34, -0.08, -0.89], [-0.64, -0.86, 0.97], [-0.02, -0.79, -0.54], [-1.33, -0.77, 0.53], [0.11, -0.04, -0.22], [-0.08, -0.20, -0.01], [0.01, 0.28, -0.02], [-0.17, 0.47, 0.03], [-0.21, -0.12, -0.05], [-0.14, 0.00, 0.15], [-0.05, 0.13, -0.07], [0.12, 0.32, 0.04], [-0.02, 0.15, 0.29], [0.70, 0.13, -0.49], [0.40, 0.11, 0.23], [0.49, -0.20, -0.11], [0.39, 0.62, -1.13], [0.13, -0.63, 0.13], [-0.18, 0.16, -0.05], [1.32, 0.38, 0.66], [-1.04, 0.88, 0.45], [-0.05, 0.01, 0.07], [0.07, 0.07, -0.02], [-0.24, -0.02, 0.45], [-0.43, -0.34, -0.17], [-0.03, 0.07, -0.12], [0.10, 0.08, 0.04], [-0.35, -0.10, 0.15], [-0.14, -0.04, -0.15], [-0.59, -0.23, -0.40], [0.32, -0.14, 0.40], [0.27, -0.50, -0.17]]
}


Record 2
{
  "formula": "C4H6OTb",
  "method": "ωB97M-V with the def2-TZVPD basis set",
  "homo_lumo_gap_ev": [7.845, 7.055],
  "s_squared": 15.77,
  "total_charge": 2,
  "largest_force_ha_per_bohr": 0.072,
  "spin_multiplicity": 8,
  "e_lumo_ev": [-9.1, -9.9],
  "homo_ev": [-16.99, -16.99],
  "species": ["C", "C", "C", "C", "O", "Tb", "H", "H", "H", "H", "H", "H"],
  "coordinates": [[1.238, -1.362, 0.068], [1.227, 0.094, 0.349], [0.185, 0.958, 0.228], [-1.138, 0.522, -0.129], [-2.124, 1.268, -0.052], [-4.536, 1.490, -0.715], [1.533, -1.900, 0.982], [2.005, -1.575, -0.692], [2.212, 0.541, 0.514], [0.273, 1.973, 0.621], [-1.124, -0.273, -0.910], [0.247, -1.737, -0.264]],
  "atomic_forces_ev_per_a": [[-0.61, -0.08, -0.07], [0.42, 0.13, -1.20], [-0.81, -0.32, 1.68], [2.76, 0.45, -2.42], [-3.25, 0.37, 0.03], [1.73, -0.01, 0.54], [-0.05, 0.08, -0.24], [-0.18, 0.01, 0.24], [-0.29, -0.12, 0.40], [0.04, -0.17, -0.29], [-0.52, -0.40, 1.06], [0.75, 0.07, 0.26]]
}


Record 3
{
  "formula": "C27H16IN2NiO2S2Te4",
  "method": "ωB97M-V with the def2-TZVPD basis set",
  "homo_lumo_gap_ev": [5.097, 3.975],
  "s_squared": 2.06,
  "total_charge": -1,
  "largest_force_ha_per_bohr": 0.015,
  "spin_multiplicity": 3,
  "e_lumo_ev": [1.5, 0.7],
  "homo_ev": [-3.61, -3.23],
  "de_lowest_ev": 1.018,
  "species": ["Ni", "S", "C", "C", "C", "C", "C", "C", "N", "C", "C", "C", "C", "C", "C", "C", "C", "N", "C", "C", "C", "C", "C", "S", "C", "H", "H", "H", "H", "H", "H", "H", "H", "H", "H", "H", "H", "Te", "Te", "Te", "Te", "I", "C", "C", "C", "C", "C", "C", "C", "O", "O", "H", "H", "H", "H"],
  "coordinates": [[-0.237, 0.118, 0.081], [4.119, -2.929, 2.432], [5.592, -3.416, 3.135], [6.607, -2.562, 2.830], [6.173, -1.490, 2.005], [4.843, -1.553, 1.699], [4.058, -0.601, 0.895], [2.656, -0.762, 0.755], [1.907, 0.105, 0.129], [2.482, 1.181, -0.441], [3.848, 1.428, -0.388], [4.378, 2.627, -0.970], [3.557, 3.527, -1.548], [2.140, 3.301, -1.604], [1.230, 4.224, -2.162], [-0.109, 3.959, -2.166], [-0.552, 2.724, -1.604], [0.276, 1.850, -1.088], [1.602, 2.135, -1.076], [-1.106, 4.891, -2.719], [-2.462, 4.751, -2.717], [-3.130, 5.846, -3.337], [-2.268, 6.790, -3.794], [-0.642, 6.365, -3.483], [4.635, 0.493, 0.311], [5.634, -4.306, 3.741], [7.621, -2.686, 3.181], [6.826, -0.699, 1.664], [2.126, -1.595, 1.204], [5.444, 2.806, -0.916], [3.953, 4.440, -1.974], [1.614, 5.150, -2.576], [-1.600, 2.448, -1.596], [-2.974, 3.892, -2.303], [-4.203, 5.916, -3.436], [-2.499, 7.713, -4.301], [5.700, 0.672, 0.403], [-2.890, 0.354, 0.384], [-3.790, 0.837, -2.049], [-2.020, -1.056, -3.353], [-0.958, -2.086, -1.165], [4.936, 3.461, 3.029], [3.259, 2.216, 3.186], [2.071, 2.596, 2.577], [0.997, 1.717, 2.600], [1.100, 0.481, 3.230], [2.273, 0.161, 3.898], [3.369, 1.012, 3.865], [-0.025, -0.552, 3.138], [-0.379, -1.087, 4.178], [-0.433, -0.797, 1.951], [1.995, 3.547, 2.065], [0.072, 1.975, 2.091], [2.331, -0.787, 4.419], [4.300, 0.731, 4.340]],
  "atomic_forces_ev_per_a": [[0.32, 0.12, -0.02], [-0.12, -0.02, -0.02], [0.10, -0.07, 0.07], [-0.06, 0.07, -0.06], [0.16, -0.06, 0.10], [-0.13, 0.18, -0.17], [-0.27, -0.50, 0.25], [0.31, 0.12, 0.06], [-0.37, -0.04, -0.10], [-0.52, 0.29, -0.25], [0.41, -0.25, 0.23], [-0.01, -0.06, 0.02], [-0.05, 0.03, -0.04], [-0.26, 0.42, -0.27], [0.59, 0.02, 0.05], [-0.68, -0.33, 0.07], [0.34, 0.40, -0.28], [-0.04, -0.22, 0.37], [0.20, -0.54, 0.29], [0.19, -0.16, 0.09], [-0.18, 0.11, -0.08], [0.03, -0.13, 0.06], [-0.05, 0.07, -0.05], [0.04, 0.01, 0.00], [0.14, 0.45, -0.27], [-0.01, 0.00, 0.00], [0.00, 0.00, 0.00], [-0.01, -0.01, 0.01], [0.02, -0.02, 0.03], [0.02, -0.01, 0.02], [-0.02, 0.02, 0.00], [0.00, 0.00, 0.00], [0.09, 0.09, 0.04], [0.00, 0.04, -0.01], [-0.01, 0.01, 0.00], [0.01, -0.01, 0.01], [0.00, 0.02, -0.01], [0.05, -0.05, 0.03], [0.10, -0.39, -0.29], [-0.28, 0.21, 0.13], [-0.11, 0.17, -0.12], [0.02, 0.00, 0.00], [0.01, -0.02, 0.01], [0.01, -0.02, 0.01], [-0.09, 0.02, -0.04], [-0.21, 0.07, -0.06], [0.01, -0.07, 0.05], [0.00, 0.04, -0.02], [0.35, 0.20, -0.57], [-0.18, -0.26, 0.36], [0.03, 0.07, 0.34], [-0.01, -0.01, 0.01], [0.10, -0.02, 0.00], [0.01, 0.01, 0.02], [0.00, 0.00, 0.01]]
}


Record 4
{
  "formula": "C9H12F2N2",
  "method": "ωB97M-V with the def2-TZVPD basis set",
  "homo_lumo_gap_ev": 10.786,
  "smiles": "C#C[C@@H](F)C1([C@@H](F)C(C)(C)C)N=N1",
  "largest_force_ha_per_bohr": 0.085,
  "spin_multiplicity": 1,
  "e_lumo_ev": 0.6,
  "homo_ev": -10.18,
  "de_lowest_ev": 0.460,
  "species": ["C", "C", "C", "C", "C", "C", "C", "C", "C", "N", "N", "F", "F", "H", "H", "H", "H", "H", "H", "H", "H", "H", "H", "H", "H"],
  "coordinates": [[3.845, -1.880, -0.664], [3.198, -1.122, -0.026], [1.253, 0.472, -0.295], [-2.425, -0.853, -0.238], [-1.714, 1.436, -0.700], [-1.214, 0.295, 1.553], [2.394, -0.181, 0.742], [0.002, -0.344, -0.609], [-1.255, 0.122, 0.041], [1.825, 1.463, -1.163], [1.257, 1.920, -0.203], [3.090, 0.958, 1.190], [0.390, -1.594, -0.094], [4.250, -2.392, -1.471], [-2.141, -1.872, 0.135], [-2.737, -1.078, -1.318], [-3.375, -0.373, 0.149], [-0.958, 2.120, -0.499], [-1.820, 1.314, -1.819], [-2.475, 1.909, -0.172], [-0.663, 1.179, 1.912], [-0.606, -0.424, 1.885], [-2.181, 0.339, 1.881], [1.983, -0.743, 1.504], [0.077, -0.671, -1.721]],
  "atomic_forces_ev_per_a": [[0.04, -0.17, -0.62], [-0.19, 1.53, 0.96], [1.44, -0.75, 2.37], [-0.80, -1.16, -0.95], [1.75, -1.84, -0.83], [1.79, 3.17, -2.42], [-0.65, 2.03, -3.47], [2.62, -1.38, -1.50], [-2.90, 0.99, -2.37], [0.48, -0.23, -1.47], [-0.63, 0.72, 0.75], [-0.23, -1.38, -0.01], [-0.45, -0.84, 0.90], [0.74, -0.86, -0.56], [-0.86, 0.86, 0.31], [1.08, 0.74, 1.02], [1.12, -1.04, 0.18], [1.64, 1.51, -0.26], [-0.28, 0.13, 1.40], [-2.23, 0.28, 0.45], [-0.38, 0.30, -0.53], [1.50, -3.48, 1.94], [-2.25, -0.26, 1.32], [-1.15, -0.42, 2.07], [-1.20, 1.57, 1.32]]
}


Copy entry 4 word for word.
{
  "formula": "C9H12F2N2",
  "method": "ωB97M-V with the def2-TZVPD basis set",
  "homo_lumo_gap_ev": 10.786,
  "smiles": "C#C[C@@H](F)C1([C@@H](F)C(C)(C)C)N=N1",
  "largest_force_ha_per_bohr": 0.085,
  "spin_multiplicity": 1,
  "e_lumo_ev": 0.6,
  "homo_ev": -10.18,
  "de_lowest_ev": 0.460,
  "species": ["C", "C", "C", "C", "C", "C", "C", "C", "C", "N", "N", "F", "F", "H", "H", "H", "H", "H", "H", "H", "H", "H", "H", "H", "H"],
  "coordinates": [[3.845, -1.880, -0.664], [3.198, -1.122, -0.026], [1.253, 0.472, -0.295], [-2.425, -0.853, -0.238], [-1.714, 1.436, -0.700], [-1.214, 0.295, 1.553], [2.394, -0.181, 0.742], [0.002, -0.344, -0.609], [-1.255, 0.122, 0.041], [1.825, 1.463, -1.163], [1.257, 1.920, -0.203], [3.090, 0.958, 1.190], [0.390, -1.594, -0.094], [4.250, -2.392, -1.471], [-2.141, -1.872, 0.135], [-2.737, -1.078, -1.318], [-3.375, -0.373, 0.149], [-0.958, 2.120, -0.499], [-1.820, 1.314, -1.819], [-2.475, 1.909, -0.172], [-0.663, 1.179, 1.912], [-0.606, -0.424, 1.885], [-2.181, 0.339, 1.881], [1.983, -0.743, 1.504], [0.077, -0.671, -1.721]],
  "atomic_forces_ev_per_a": [[0.04, -0.17, -0.62], [-0.19, 1.53, 0.96], [1.44, -0.75, 2.37], [-0.80, -1.16, -0.95], [1.75, -1.84, -0.83], [1.79, 3.17, -2.42], [-0.65, 2.03, -3.47], [2.62, -1.38, -1.50], [-2.90, 0.99, -2.37], [0.48, -0.23, -1.47], [-0.63, 0.72, 0.75], [-0.23, -1.38, -0.01], [-0.45, -0.84, 0.90], [0.74, -0.86, -0.56], [-0.86, 0.86, 0.31], [1.08, 0.74, 1.02], [1.12, -1.04, 0.18], [1.64, 1.51, -0.26], [-0.28, 0.13, 1.40], [-2.23, 0.28, 0.45], [-0.38, 0.30, -0.53], [1.50, -3.48, 1.94], [-2.25, -0.26, 1.32], [-1.15, -0.42, 2.07], [-1.20, 1.57, 1.32]]
}